(1)
Below is a molecular structure, C31H31F6N7PPbS3, with properties calculated with ωB97M-V/def2-TZVPD.

Geometry as XYZ:
```
80
Properties=species:S:1:pos:R:3:forces:R:3
Pb -0.310 0.442 1.575 -0.0040 0.0536 0.0798
S 0.786 -3.870 2.970 -0.0035 0.0032 0.0083
C -0.640 -3.540 3.904 0.0012 0.0011 -0.0074
C -1.330 -4.386 4.767 0.0027 0.0011 0.0000
C -2.459 -3.886 5.384 0.0002 -0.0006 0.0014
C -2.891 -2.572 5.156 0.0007 0.0010 0.0005
C -2.205 -1.732 4.305 -0.0008 -0.0053 -0.0056
C -1.067 -2.231 3.672 -0.0078 0.0112 0.0087
N -0.256 -1.550 2.776 0.0116 0.0027 -0.0222
C 0.731 -2.284 2.331 0.0074 -0.0194 0.0035
C 1.653 -1.773 1.304 0.0015 0.0150 -0.0063
C 2.770 -2.489 0.886 -0.0032 -0.0037 0.0072
C 3.580 -1.984 -0.120 0.0018 -0.0040 -0.0064
C 3.288 -0.768 -0.720 0.0029 -0.0027 -0.0014
C 2.179 -0.028 -0.315 -0.0009 -0.0116 0.0039
C 1.389 -0.550 0.687 -0.0051 -0.0064 -0.0336
H -0.996 -5.398 4.950 -0.0013 -0.0005 0.0003
H -3.017 -4.518 6.060 -0.0002 -0.0001 0.0003
H -3.776 -2.213 5.662 -0.0005 -0.0010 0.0005
H -2.531 -0.714 4.133 -0.0031 0.0002 -0.0010
H 3.010 -3.440 1.346 -0.0011 -0.0001 0.0021
H 4.446 -2.548 -0.439 0.0008 0.0010 -0.0007
H 3.920 -0.387 -1.511 -0.0020 0.0014 -0.0013
H 1.948 0.917 -0.785 0.0124 -0.0154 0.0076
S -2.573 1.392 1.821 -0.0189 -0.0330 -0.0039
C -3.297 0.663 0.398 -0.0175 0.0027 0.0519
N -3.960 1.259 -0.524 -0.0121 0.0089 -0.0076
N -3.866 2.594 -0.583 0.0135 0.0039 -0.0004
C -4.591 3.309 -1.462 -0.0047 0.0031 0.0045
C -5.617 2.714 -2.239 0.0099 -0.0041 0.0065
C -6.320 3.504 -3.107 -0.0038 0.0079 -0.0035
C -6.025 4.872 -3.221 -0.0026 -0.0060 -0.0004
C -5.007 5.458 -2.456 0.0001 0.0062 -0.0030
C -4.289 4.693 -1.579 0.0014 -0.0188 -0.0006
N -3.251 -0.751 0.229 -0.0066 0.0018 -0.0214
N -2.125 -1.224 0.396 0.0214 -0.0152 -0.0287
C -2.019 -2.638 0.258 0.0104 0.0000 0.0045
C -2.995 -3.482 0.776 -0.0005 0.0023 0.0035
C -2.827 -4.849 0.644 -0.0008 -0.0029 0.0007
C -1.715 -5.357 -0.019 -0.0022 -0.0022 -0.0028
C -0.755 -4.500 -0.544 -0.0030 0.0024 -0.0002
C -0.892 -3.130 -0.389 0.0000 -0.0035 -0.0053
H -3.098 3.056 -0.081 -0.0047 -0.0142 -0.0063
H -5.819 1.658 -2.134 -0.0007 0.0007 -0.0016
H -7.107 3.075 -3.711 -0.0003 -0.0011 -0.0007
H -6.589 5.481 -3.913 -0.0002 -0.0004 -0.0005
H -4.788 6.510 -2.566 -0.0006 -0.0002 -0.0008
H -3.482 5.111 -0.991 0.0029 0.0054 -0.0010
H -3.854 -3.066 1.285 -0.0003 -0.0007 0.0002
H -3.570 -5.522 1.049 -0.0003 -0.0010 -0.0005
H -1.600 -6.426 -0.133 -0.0011 -0.0006 0.0010
H 0.097 -4.900 -1.076 0.0004 -0.0002 0.0007
H -0.163 -2.445 -0.802 -0.0005 -0.0009 -0.0018
F 0.574 2.610 0.548 0.0329 -0.0011 0.0207
P -0.197 3.238 -0.819 0.0099 0.0164 -0.0120
F 0.960 2.635 -1.720 0.0014 0.0168 -0.0236
F -0.984 1.785 -0.873 -0.0314 -0.0102 -0.0125
F -1.026 3.762 -2.058 0.0077 -0.0096 0.0338
F -1.374 3.773 0.203 0.0115 0.0210 -0.0201
F 0.588 4.597 -0.608 -0.0116 0.0013 0.0059
C 0.825 6.361 3.759 0.0060 0.0076 0.0050
C 0.217 5.443 2.707 0.0031 -0.0059 0.0149
N 0.027 4.070 3.187 -0.0108 -0.0102 -0.0138
C 0.961 3.137 3.220 0.0269 0.0100 0.0007
S 0.509 1.529 3.778 -0.0205 0.0011 0.0090
N 2.205 3.412 2.885 -0.0231 0.0048 -0.0200
C 3.323 2.463 2.808 0.0085 -0.0108 0.0099
C 4.083 2.363 4.119 -0.0057 0.0017 0.0005
H 0.948 7.361 3.344 0.0009 0.0013 0.0019
H 1.803 6.017 4.097 -0.0010 -0.0029 -0.0059
H 0.178 6.431 4.632 -0.0011 0.0009 -0.0020
H 0.814 5.401 1.793 -0.0016 0.0074 -0.0050
H -0.765 5.801 2.407 0.0009 -0.0052 -0.0025
H -0.880 3.796 3.527 -0.0014 0.0012 -0.0001
H 2.415 4.371 2.645 0.0030 -0.0049 -0.0035
H 3.967 2.817 2.004 -0.0006 0.0009 0.0026
H 2.925 1.496 2.508 0.0040 0.0100 -0.0035
H 4.475 3.334 4.422 0.0012 0.0007 -0.0027
H 4.924 1.681 4.007 0.0003 -0.0022 0.0015
H 3.437 1.986 4.913 0.0027 -0.0015 0.0003
```
Forces are in eV/Å.

Summary:
<S²> = 0.792
Highest occupied orbital energy (spin up / spin down) = -13.738 / -13.803 eV
LUMO (spin up / spin down) = -6.573 / -8.031 eV
2S+1 = 2
Total charge = +2
Gap between HOMO and LUMO (spin up / spin down) = 7.2 / 5.8 eV

(2)
Below is 3 unconnected molecules or ions with the total composition C32H52F18N9O4P2 in a non-equilibrium geometry, with properties calculated with ωB97M-V/def2-TZVPD.

Geometry as XYZ:
```
117
Properties=species:S:1:pos:R:3:forces:R:3
N -0.159 -3.038 -3.990 0.0103 -0.8856 3.4855
C 0.222 -3.597 -2.603 0.3522 0.5220 -1.1026
N -0.499 -4.844 -2.141 1.5309 2.1226 -1.1845
C -2.006 -4.756 -2.412 -0.4583 -1.0011 -0.5069
C -2.801 -5.715 -1.307 0.2538 0.6343 -0.3006
C -3.266 -4.845 0.002 1.8565 -1.5282 1.5833
F -2.413 -3.619 0.183 -2.8594 -3.3608 -0.6188
F -2.950 -5.707 1.202 -1.1095 2.7333 -3.4326
C -4.881 -4.540 0.093 -0.8669 -1.3549 2.7693
F -5.667 -5.817 -0.091 2.7608 4.1981 0.2621
F -5.134 -4.153 1.532 0.5542 -0.7445 -5.0478
C -5.440 -3.444 -0.988 0.8874 1.8014 -1.6087
F -5.118 -3.857 -2.406 -0.7632 1.0020 4.6198
F -4.734 -2.119 -0.818 -2.2383 -4.3363 -0.3112
C -7.059 -3.191 -0.957 -2.3996 -2.1958 -0.2425
F -7.682 -3.253 0.384 2.4359 0.3395 -4.3139
F -7.668 -4.328 -1.745 2.1471 3.5399 2.6128
C -7.561 -1.816 -1.706 -2.0927 -0.2503 -2.5796
F -8.906 -2.150 -2.309 4.4201 1.2453 2.0830
F -6.707 -1.434 -2.890 -2.5355 -1.2197 4.2999
C -7.839 -0.549 -0.690 -1.2279 1.1779 2.4577
F -6.786 -0.367 0.352 -3.0775 -0.8595 -3.4866
F -9.135 -0.718 0.068 4.5330 0.0071 -2.7505
C -7.987 0.908 -1.467 -3.0980 1.3299 0.1917
F -8.625 0.792 -2.819 2.6058 0.1887 4.6012
F -8.971 1.708 -0.645 3.4591 -2.4707 -2.7638
C -6.608 1.794 -1.500 1.7622 3.4913 -1.4607
F -5.417 1.064 -2.030 -4.2293 2.3660 2.3028
F -6.857 2.910 -2.488 0.9223 -3.8883 3.4140
F -6.309 2.499 -0.203 -0.9432 -3.1436 -4.7714
N 1.204 -2.925 -1.864 -4.0772 -4.0326 -1.8824
C 1.575 -3.418 -0.481 0.1832 -0.6948 2.3429
C 2.679 -4.630 -0.449 0.4974 -0.1914 0.9729
F 2.059 -5.985 -0.204 1.1047 3.3933 -0.9671
O 1.726 -1.829 -2.477 1.9752 -0.0024 0.7057
C 3.207 -1.818 -2.364 6.7454 -2.7618 -1.8513
O 4.019 -2.685 -3.019 -6.6571 5.6097 4.5696
C 3.829 -0.603 -1.398 0.2189 2.8349 0.6768
C 4.459 -0.859 0.105 -0.3944 4.0068 -1.9333
C 4.987 0.442 0.956 -1.6331 0.3284 -3.3410
C 4.877 1.985 0.334 -1.3879 -3.8711 -2.4641
C 4.264 2.188 -1.184 0.0877 -3.3435 1.5809
C 3.726 0.923 -2.076 1.6368 -0.3337 4.4349
H -1.012 -2.456 -3.786 1.1476 -0.4302 -0.6544
H -0.442 -3.843 -4.594 0.1286 0.8064 0.8959
H -0.081 -5.633 -2.719 -0.4842 1.1291 1.2147
H -2.339 -3.631 -2.377 0.4601 -2.4262 -0.0187
H -2.186 -5.246 -3.479 -0.0224 1.3243 2.2306
H -2.105 -6.586 -0.935 -1.3040 1.9475 -0.6203
H -3.716 -6.211 -1.844 1.5899 1.1667 1.2567
H 1.969 -2.527 0.198 -0.7963 -1.6325 -1.9212
H 0.603 -3.828 0.066 1.9118 0.9100 -1.5187
H 3.364 -4.443 0.511 -1.5637 -0.5235 -2.2247
H 3.336 -4.637 -1.419 -1.4179 -0.3184 1.8608
H 4.503 -1.949 0.531 0.0094 2.4208 -0.8990
H 5.416 0.235 2.045 -1.0899 0.6985 -2.6548
H 5.228 2.902 0.971 -0.7902 -2.0706 -1.3917
H 4.170 3.283 -1.626 0.1998 -2.6552 1.0274
H 3.277 1.126 -3.144 1.0070 -0.6290 2.4316
O 4.052 1.795 4.383 1.8078 -3.0397 -1.8334
P 4.617 1.077 5.632 -2.8413 6.1380 3.0959
N 3.102 1.139 6.436 -1.5171 -0.4131 0.7155
C 2.352 2.389 6.531 0.0018 0.4070 -0.1348
C 2.182 0.104 5.939 0.4158 -0.1519 0.3034
N 5.661 2.332 6.095 1.6509 1.0109 -1.0628
C 5.435 3.271 7.177 0.3363 -0.5465 0.6914
C 6.392 3.002 5.020 -0.2850 -0.1085 -0.3374
N 5.267 0.251 7.069 0.4170 -2.7789 -0.6860
C 5.982 -0.965 6.678 0.6478 -0.0315 0.2471
C 4.560 0.013 8.325 -0.7160 -0.0383 0.1484
H 1.429 2.242 7.106 0.1441 -0.2851 -0.1182
H 2.076 2.793 5.551 -0.0317 -0.0060 0.0305
H 2.901 3.153 7.076 0.1571 -0.0540 -0.1212
H 2.685 -0.867 5.896 0.0865 -0.0339 -0.0340
H 1.815 0.337 4.933 -0.0049 0.0234 -0.0247
H 1.324 -0.015 6.610 0.1335 0.1467 -0.0127
H 4.806 4.110 6.861 -0.0478 0.0353 -0.0966
H 6.386 3.686 7.531 -0.0236 -0.0482 -0.1533
H 4.979 2.804 8.051 -0.0936 -0.0772 -0.1500
H 5.773 3.759 4.528 0.0101 0.1061 -0.1521
H 6.717 2.278 4.265 -0.1498 0.1801 0.0887
H 7.299 3.489 5.395 -0.1792 -0.1189 0.2295
H 5.283 -1.749 6.368 0.1408 -0.1866 0.0965
H 6.606 -1.346 7.494 -0.1716 0.0654 -0.0513
H 6.653 -0.756 5.839 -0.0492 0.0837 -0.1070
H 3.784 -0.753 8.224 -0.0780 0.0009 0.1843
H 4.105 0.923 8.727 0.0060 -0.1926 -0.4075
H 5.261 -0.325 9.096 0.3003 -0.1346 -0.4161
O 0.627 3.591 -2.585 1.7913 -3.5402 0.1449
P -0.248 2.787 -3.578 -3.5659 6.6682 0.3781
N -0.131 4.011 -4.776 0.3708 0.7867 -1.3890
C -0.406 5.408 -4.453 -0.0940 0.3053 0.3512
C 1.163 3.962 -5.476 -0.3279 -0.3719 -0.1192
N -1.677 2.890 -2.670 -0.5221 -0.7008 2.0327
C -2.799 3.767 -2.945 -0.4284 -0.5293 -0.6281
C -1.545 2.716 -1.224 0.4719 0.1390 0.0627
N -1.253 1.863 -4.720 1.5259 -2.3784 -0.9932
C -0.757 0.492 -4.841 -0.4619 -0.3023 0.0852
C -1.729 2.322 -6.022 0.2701 0.5000 -0.4702
H -0.313 6.036 -5.348 0.1508 -0.3164 -0.0151
H 0.271 5.808 -3.691 -0.0141 0.0181 -0.0543
H -1.429 5.554 -4.116 0.0377 -0.1597 0.1203
H 1.394 2.936 -5.784 0.0087 -0.0993 0.0353
H 1.982 4.312 -4.838 -0.0022 0.0115 0.0106
H 1.141 4.568 -6.388 -0.1148 -0.0098 0.1683
H -2.641 4.768 -2.533 0.0754 0.0393 0.0586
H -3.717 3.367 -2.499 0.1403 -0.0233 0.0646
H -3.010 3.857 -4.011 0.1844 0.0119 0.0094
H -1.224 3.642 -0.738 0.0618 0.0054 0.1697
H -0.812 1.934 -0.995 -0.0357 0.2667 -0.0149
H -2.490 2.399 -0.769 -0.0678 0.0788 -0.3023
H 0.175 0.461 -5.416 -0.0448 -0.2857 -0.0989
H -1.493 -0.163 -5.321 0.0320 0.1403 -0.0921
H -0.559 0.071 -3.850 0.1278 0.1129 0.1684
H -0.924 2.376 -6.761 -0.1009 0.0817 -0.1575
H -2.222 3.297 -5.967 0.3909 -0.1782 0.1674
H -2.491 1.635 -6.411 0.1960 -0.3414 0.3165
```
Forces are in eV/Å.

Summary:
Highest occupied orbital energy = -9.471 eV
LUMO = -4.553 eV
Total charge = +1
Gap between HOMO and LUMO = 4.9 eV

Energy relative to the best compared isomer or geometry (same formula, charge and spin) values (in eV) by entry order: 0.000; 21.088.
Energy values (in Eh) by entry order: -3910.8606; -4523.2532.